# 1
Entry from the OMol25 dataset: C5H13N in the gas phase at a distorted geometry (the ωB97M-V functional and the def2-TZVPD basis).

Last column: natural (NBO) charge in e.
CARTESIAN COORDINATES (ANGSTROEM)
C -0.6172 1.6772 0.4509  -0.429
C -0.2509 -0.7059 0.3149  -0.218
H -0.5214 1.4403 1.5102  0.189
C 2.2430 -0.8821 -0.4137  -0.619
H 3.0959 -0.2438 -0.1799  0.209
H -2.0562 -0.4436 -1.7973  0.202
H -2.4361 1.1730 -1.2377  0.192
N -0.6353 0.4711 -0.4250  -0.445
H 1.3362 -1.4837 1.4972  0.204
H 1.3464 0.2599 1.1916  0.190
H 2.6032 -1.9045 -0.5069  0.204
H -0.8953 -0.8611 1.2096  0.155
H -2.6155 -0.2224 -0.1415  0.163
C -1.9940 0.2193 -0.9366  -0.408
C 1.2300 -0.7213 0.7216  -0.403
H 0.2103 2.2944 0.1091  0.203
H -1.5202 2.2247 0.1857  0.199
H 1.8708 -0.5915 -1.3982  0.218
H -0.3937 -1.6999 -0.1541  0.196

Atomic forces in eV per Å
0.113 -0.437 -1.578
0.829 -1.756 0.705
-0.262 0.089 0.056
0.085 0.102 0.172
0.165 -0.142 -0.220
0.495 -0.123 -0.007
-0.051 -0.179 -0.032
-0.828 -0.749 -0.184
0.241 0.082 -0.059
0.557 -0.169 0.218
-0.004 -0.107 0.073
0.231 0.515 0.101
-0.182 0.109 -0.059
-0.106 0.632 0.337
-0.938 0.810 0.150
0.230 0.157 0.407
-0.023 0.204 0.640
-0.216 0.155 0.196
-0.336 0.809 -0.918

Values from the calculation:
HOMO level   -0.3161 Eh
Frontier orbital gap   0.3598 Eh
SMILES   CCCN(C)C
E_tot   -253.01980 Ha

***

# 2
Entry from the OMol25 dataset: C23H24N4O3 in the gas phase at a distorted geometry (the ωB97M-V functional and the def2-TZVPD basis).

Last column: natural (NBO) charge in e.
CARTESIAN COORDINATES (ANGSTROEM)
C -2.5420 0.3154 3.9968  -0.191
H -2.4698 -0.0454 6.1060  0.215
H -2.0058 3.3994 -0.4382  0.172
N -0.2003 2.1425 1.1740  -0.583
H -0.5017 7.3355 0.7298  0.160
C 1.9346 -5.3952 -2.7384  0.298
H 2.7757 -7.4417 -5.1197  0.201
C 0.0732 -0.1131 0.3374  -0.225
H -3.4088 0.9577 4.0562  0.214
H -2.5006 3.5146 1.2730  0.181
N 0.4369 1.7980 -1.0152  -0.557
H 3.0018 -5.6776 -5.2102  0.177
H 0.5996 6.1161 0.0504  0.177
C -0.8451 -0.7744 2.6730  -0.074
C 0.1205 -2.2766 0.8916  -0.025
C 1.5593 -4.4064 -0.5725  -0.203
H -0.4808 8.2519 -1.4238  0.462
C 0.0786 1.2866 0.1650  0.454
H -0.0025 -3.2312 1.3639  0.220
O 2.3847 -6.4943 -3.4042  -0.491
C -2.0187 -0.2517 5.1469  -0.222
H 2.3823 -6.3568 -0.8896  0.226
C 1.0536 -3.2548 -1.1740  0.099
H 1.1186 1.4391 -2.9045  0.174
C -1.8001 3.8941 0.5222  -0.063
H -1.1967 5.2862 -1.4400  0.177
C 2.3716 -6.4788 -4.8110  -0.252
C 1.9887 -5.4621 -1.3452  -0.247
O 0.2225 7.6354 -1.1899  -0.710
C -1.9631 0.0550 2.7681  -0.248
C 1.4436 -4.2401 -3.3374  -0.313
H -2.2263 6.6698 -1.0007  0.171
H 0.3358 3.8305 0.1538  0.231
H 1.6345 -4.4737 0.5017  0.215
H 1.3549 -6.3715 -5.2028  0.176
N 0.9608 -0.3352 -1.9138  -0.522
H -2.3991 0.4652 1.8669  0.220
H 0.6376 -2.2855 -3.0288  0.243
C -0.9207 -1.0919 5.0601  -0.215
H -0.1117 4.0951 1.8657  0.202
C 0.5736 -0.8635 -0.7492  0.384
H -0.5890 1.7490 2.0181  0.409
N 0.6042 -2.1818 -0.3911  -0.349
C -1.4689 5.9674 -0.6262  -0.089
O -2.0754 5.2700 0.4423  -0.534
H 1.3933 -4.1480 -4.4105  0.221
C -0.2325 -1.0468 1.3765  -0.040
H 0.5239 -2.0003 3.7674  0.209
H -0.5154 -1.5431 5.9540  0.215
C -0.2388 6.7755 -0.1787  -0.081
C -0.3384 -1.3533 3.8340  -0.153
C -0.3589 3.5547 0.9488  -0.259
C 0.8418 0.9730 -1.9677  0.282
C 1.0053 -3.1833 -2.5605  -0.138

Atomic forces in eV per Å
-0.057 0.087 0.056
-0.032 0.017 0.076
-0.010 0.002 0.090
-0.228 -0.127 0.208
0.035 -0.136 -0.041
-0.022 0.089 0.147
-0.037 0.086 -0.031
0.144 -0.370 -0.552
-0.071 0.037 0.005
0.088 -0.095 -0.090
-0.237 0.443 0.401
-0.035 -0.020 0.013
-0.086 0.008 0.071
-0.075 -0.063 0.200
-0.290 0.267 0.492
-0.040 0.176 -0.073
0.071 -0.038 0.042
0.255 -0.273 -0.200
-0.034 -0.172 0.036
-0.007 0.038 0.324
-0.031 0.011 0.088
0.046 -0.099 0.064
0.251 -0.547 -0.549
0.029 0.038 -0.086
0.142 -0.252 0.069
-0.020 0.022 -0.005
-0.006 0.005 -0.216
-0.002 -0.102 -0.253
0.008 0.236 -0.418
-0.009 -0.125 -0.009
0.141 -0.344 -0.120
0.134 -0.063 -0.049
-0.031 0.108 0.176
0.018 0.003 0.104
0.042 0.012 0.014
0.180 -0.347 -0.241
-0.019 0.024 -0.072
-0.014 -0.031 -0.046
-0.045 -0.045 0.102
0.019 0.003 -0.074
-0.244 1.004 0.336
0.124 0.052 -0.093
-0.064 0.407 0.087
0.156 0.213 -0.041
0.130 0.213 0.128
0.003 -0.017 -0.098
0.233 -0.333 -0.198
0.106 -0.022 -0.008
0.036 -0.029 0.068
-0.351 -0.279 0.330
-0.021 0.044 -0.048
-0.254 0.434 -0.152
0.100 -0.210 -0.205
-0.120 0.060 0.242

Values from the calculation:
HOMO level   -0.2820 Eh
Frontier orbital gap   0.3086 Eh
SMILES   COc1ccc(-n2cc(-c3ccccc3)c3c(NCCOCCO)ncnc32)cc1
E_tot   -1335.59274 Ha

***

# 3
Entry from the OMol25 dataset: a molecular structure, C32H25BIrN6O2 (the ωB97M-V functional and the def2-TZVPD basis).

Last column: natural (NBO) charge in e.
CARTESIAN COORDINATES (ANGSTROEM)
H -3.3240 0.1703 1.2502  0.407
H -0.8761 -3.1317 -3.7784  0.253
C 4.4072 1.7021 -3.6225  -0.195
C -2.5109 1.6011 -2.2000  0.067
N 0.5615 -0.2285 1.4968  -0.375
H -3.7014 -5.2446 -0.5394  0.242
N -1.6006 2.9256 1.0042  -0.139
C -2.2351 2.8001 -0.2347  0.275
O 1.7659 1.8500 -0.4915  -0.679
C -0.1151 1.8661 2.4421  0.132
C -2.5998 -3.4205 -0.8631  -0.104
H 0.5409 3.2916 5.4171  0.250
C 4.7455 2.5320 -2.5581  -0.198
H 2.1237 -4.2073 -0.0198  0.236
H -2.3220 -0.4368 2.3859  0.412
C -0.8870 -1.7131 -2.1669  0.098
H -3.1662 4.7072 -0.0758  0.265
N -1.3341 -1.3567 -0.9785  -0.495
C 0.5922 0.6500 2.5721  0.106
H -3.6616 2.5151 -3.7457  0.257
H -2.2822 0.7030 -2.7569  0.227
C 3.9218 2.6594 -1.4422  -0.228
H 5.0730 1.6332 -4.4715  0.235
C -2.2353 -2.1698 -0.3247  0.205
C 2.3407 -3.2531 0.4406  -0.186
C 2.9227 -0.8099 1.6525  -0.203
C 2.4275 1.0958 -2.5125  0.268
C -1.2726 -2.9072 -2.7989  -0.248
C 2.7630 1.9191 -1.4540  0.194
H -4.0077 -2.3159 2.5655  0.237
O 1.2074 0.4856 -2.2390  -0.707
H -0.6705 3.7513 3.2911  0.256
C -3.5925 -2.6282 1.6145  -0.176
C 1.2017 1.3432 4.7933  -0.150
C 3.6485 -2.9388 0.8065  -0.133
H -4.1680 4.5395 -2.3736  0.257
C -3.0185 3.8400 -0.7034  -0.179
C -2.0988 -3.7684 -2.1399  -0.084
C 1.3244 -2.3512 0.6637  -0.213
C 0.5391 2.5596 4.6217  -0.165
N -0.7983 1.9846 1.2219  -0.095
N -2.5085 -0.4242 1.3865  -0.849
C 3.9342 -1.7116 1.3970  -0.199
C -3.5570 3.7412 -1.9755  -0.128
H 4.1750 3.3071 -0.6145  0.236
H -4.5339 -4.5680 1.6831  0.249
C -3.2835 2.6156 -2.7386  -0.192
H 5.6681 3.0941 -2.5992  0.234
H 2.9590 0.3148 -4.4462  0.235
H 1.6975 1.1352 5.7318  0.249
H 3.1534 0.1661 2.0567  0.236
H 4.4455 -3.6455 0.6202  0.241
N -2.0185 1.6702 -0.9616  -0.435
C 1.5955 -1.1269 1.3001  0.186
H -0.1598 -1.0541 -2.6224  0.256
H 0.3065 -2.5902 0.3954  0.215
C -3.4396 -4.2822 -0.1192  -0.140
C 1.2333 0.3922 3.7903  -0.199
H 4.9553 -1.4541 1.6422  0.244
C 3.2283 0.9601 -3.6217  -0.259
H -2.3829 -4.7173 -2.5774  0.247
H 1.7249 -0.5567 3.9519  0.249
C -2.7997 -1.7675 0.9106  0.086
C -3.9048 -3.9050 1.1063  -0.181
B 0.8282 0.9573 -0.9898  0.889
C -0.1363 2.8241 3.4440  -0.177
Ir -0.8088 0.3817 0.1011  0.778

Atomic forces in eV per Å
-0.054 -0.061 0.067
0.000 -0.013 0.002
0.009 0.010 0.004
-0.112 -0.109 0.039
-0.051 -0.184 -0.107
0.003 -0.002 0.005
0.243 0.086 0.129
-0.001 0.047 -0.272
0.005 0.006 0.052
0.079 0.096 0.121
0.020 -0.011 0.002
-0.004 -0.002 0.001
0.011 -0.006 -0.016
-0.003 -0.002 0.006
0.064 0.007 -0.010
0.089 -0.115 0.005
-0.002 0.000 -0.003
0.116 0.172 0.205
0.084 0.082 -0.025
-0.009 -0.002 0.003
-0.015 -0.002 0.013
-0.025 0.004 0.037
-0.002 -0.003 -0.001
-0.091 -0.055 -0.037
0.026 -0.010 -0.005
-0.026 0.022 -0.033
0.050 0.057 0.035
0.018 0.013 0.027
0.011 -0.025 -0.079
-0.002 -0.003 0.001
-0.010 0.035 -0.020
-0.003 -0.001 -0.001
-0.087 0.013 -0.025
0.013 -0.020 0.001
-0.013 0.009 0.006
0.007 0.006 0.001
0.058 -0.008 0.080
-0.006 0.006 0.001
-0.006 0.055 0.033
-0.005 0.021 0.006
-0.167 -0.108 -0.123
-0.110 -0.140 -0.235
0.021 -0.020 -0.012
-0.008 -0.029 -0.058
-0.001 0.001 0.000
-0.003 0.005 0.003
-0.002 0.039 0.014
-0.001 0.001 0.003
-0.003 0.004 -0.001
-0.002 -0.002 0.001
-0.001 -0.003 0.006
0.001 0.003 -0.010
0.106 0.051 0.067
0.106 -0.041 0.014
-0.033 0.002 -0.014
-0.025 -0.031 0.016
-0.001 0.000 -0.020
-0.002 -0.027 0.025
-0.001 0.001 0.006
-0.028 -0.024 0.009
0.004 0.000 -0.005
0.000 0.004 -0.007
0.108 -0.054 0.012
0.001 0.014 -0.004
0.024 0.045 -0.046
-0.003 -0.013 -0.038
-0.357 0.211 0.149

Values from the calculation:
HOMO level (spin up / spin down)   -0.4833 / -0.4832 Eh
Total charge   +2
Frontier orbital gap (spin up / spin down)   0.2192 / 0.1915 Eh
⟨S²⟩   0.794
E_tot   -1842.28600 Ha
2S+1   2